[1]
ORCA calculation (wB97M-V/def2-TZVPD) on a cluster of 2 separate species, C4H8O2 in total.

Structure (XYZ):
```
14
Properties=species:S:1:pos:R:3:forces:R:3:lowdin_charge:R:1
O -0.32896 -1.02232 -1.25951 0.3753 0.3624 -0.2252 0.029
C 0.45230 -0.10829 -1.36149 -0.0903 -0.4010 -0.1185 -0.337
H 0.13195 1.48538 0.64193 -0.0473 0.1620 0.2264 0.072
O -0.78940 1.52736 0.92864 0.1763 0.0263 -0.1505 -0.043
H 2.44413 -0.74833 -1.68194 -0.0435 0.0834 0.0882 0.087
H -0.63625 0.12415 2.48543 -0.0518 0.0507 -0.1881 0.107
C -1.99157 -0.49497 0.96560 0.0545 0.1445 0.1496 0.015
H 2.36279 0.76771 -0.77215 -0.1104 -0.1125 -0.0162 0.073
H 1.95166 -0.80018 0.01364 -0.0359 0.0732 -0.1306 0.086
H -2.25736 -1.43823 1.42765 -0.0006 0.1704 0.0571 0.062
C 1.88838 -0.20957 -0.90504 0.0325 -0.0010 0.0475 -0.055
H -2.42029 -0.24996 0.00013 0.0109 -0.0608 0.1553 0.068
C -1.11787 0.32578 1.52649 -0.2694 -0.4134 0.0711 -0.286
H 0.14380 0.84559 -1.83668 -0.0003 -0.0843 0.0339 0.123
```
Forces are in eV/Å.

As for the HOMO energy: -0.3462 Ha. Its structure (SMILES) is C=CO.CC=O. The calculation puts the frontier orbital gap at 0.3752 hartree.



[2]
ORCA calculation (wB97M-V/def2-TZVPD) on an isolated molecule of C3H6N2 at a distorted geometry.

Structure (XYZ):
```
11
Properties=species:S:1:pos:R:3:forces:R:3:lowdin_charge:R:1
C 0.21326 0.18559 -0.01956 1.1373 0.3675 0.3255 -0.216
H 2.54199 0.99527 0.19725 -0.2348 -0.3820 0.1686 0.088
H -3.10495 -0.49179 -0.02161 -1.2883 -0.5593 -0.1079 0.027
H -2.36714 1.17342 -0.21323 0.0143 0.0861 -0.3992 0.053
H -1.05537 -1.61394 0.25068 0.2212 1.8904 -0.8695 0.130
H 0.33033 1.33049 0.22403 -0.3850 -2.0830 -0.6739 0.148
N 1.25090 -0.57085 -0.17891 -1.8660 1.8016 0.3764 -0.070
C -2.25561 0.09930 -0.18301 1.5095 0.1828 0.7839 -0.012
N 2.43798 0.05039 -0.17176 1.2270 -0.8831 -0.2571 -0.025
H 3.07403 -0.66558 0.14180 0.7734 0.7181 0.0138 0.081
C -1.06542 -0.49230 -0.02569 -1.1087 -1.1392 0.6394 -0.205
```
Forces are in eV/Å.

As for the HOMO energy: -0.3051 Ha. Its structure (SMILES) is C=C/C=N/N. The calculation puts the frontier orbital gap at 0.3465 hartree.



[3]
ORCA calculation (wB97M-V/def2-TZVPD) on an isolated molecule of C4H8ClN at a distorted geometry.

Structure (XYZ):
```
14
Properties=species:S:1:pos:R:3:forces:R:3:lowdin_charge:R:1
H 1.82847 2.03559 0.44575 -1.6671 -0.1217 -1.8621 0.074
C 1.29972 0.11364 -0.00690 -2.7678 4.6911 -1.7425 -0.817
H -0.98884 0.48999 1.25205 0.5683 3.8248 1.5836 -0.026
H -0.91430 -1.03399 1.67332 -1.4912 0.6240 -3.4383 0.158
C -1.43657 -0.24126 0.73679 -3.5829 -3.6617 1.3227 -0.150
H 0.87243 -0.95841 -1.55414 -1.6069 -0.7118 0.2919 0.135
C 0.99191 1.48238 -0.16004 3.3208 -1.1284 1.9637 -0.026
H -2.67331 -0.32526 0.88677 3.6148 0.4927 -0.6273 0.136
N -0.91508 -0.21812 -0.63228 -5.5957 0.8456 -0.8981 -0.172
C 0.28140 -0.80614 -0.60045 4.5770 -4.3757 0.1545 -0.422
H 0.19673 2.02603 -0.78183 1.0281 -1.3542 1.7098 0.096
H -1.59213 -0.32835 -1.46693 1.6916 -0.2706 2.3735 0.174
Cl 2.88737 -0.43206 0.12659 0.7602 -0.4233 0.9328 0.696
H 0.16218 -1.80403 0.08127 1.1508 1.5692 -1.7641 0.143
```
Forces are in eV/Å.

As for the HOMO energy: -0.3202 Ha. Its structure (SMILES) is C=C(Cl)CNC. The calculation puts the frontier orbital gap at 0.3482 hartree.



Calculated energy relative to the best compared isomer or geometry (same formula, charge and spin), 219.5; 222.2; 398.7 kJ/mol (same order as the records).
Calculated E, -8371.007; -6186.242; -18285.640 eV (same order as the records).